Record 1
Molecular formula: C20H60N6O10
Method: DFT, ωB97M-V/def2-TZVPD

```
96
Properties=species:S:1:pos:R:3:forces:R:3:lowdin_charge:R:1
N 0.25000 11.53200 21.56800 1.1715 -5.6583 2.8349 0.13
C 0.75900 12.61300 21.05100 3.4741 5.0921 0.9371 -0.63
N -0.18400 13.29800 20.41400 -0.0985 2.1976 -1.9233 0.14
O 1.94200 13.15700 21.39200 -4.6973 -2.9613 -1.6821 -0.08
H 0.96400 11.00700 22.09500 -0.6002 0.2888 -0.2763 0.12
H -0.41700 10.87900 21.14500 0.3305 1.0925 -0.1320 0.12
H 0.15700 14.26700 20.05400 -1.0601 -2.0349 -0.1252 0.07
H -1.05700 12.84100 20.06300 1.4472 0.8459 0.6418 0.13
N 5.40500 17.82200 16.86400 2.6505 -0.5425 -2.8722 0.14
C 4.32200 18.01900 17.63600 -5.2125 0.6253 -3.5197 -0.62
N 4.57400 18.10000 18.89800 2.9427 -0.0926 3.0504 0.17
O 3.03400 18.17800 17.22700 5.8386 -0.7908 1.0533 -0.10
H 5.40900 17.74000 15.82400 -0.9246 0.2182 1.6111 0.13
H 6.41100 17.76300 17.18200 -2.2206 0.2103 0.2260 0.13
H 3.78300 18.07600 19.44700 -2.1299 0.0384 1.3555 0.02
H 5.37800 17.70500 19.41300 -0.4341 0.3520 -1.1653 0.14
N -2.92800 18.26700 20.21800 -2.0841 -1.1251 0.3746 0.17
C -1.72700 18.60100 19.80100 2.7092 -4.9720 0.5795 -0.57
N -1.55800 19.86600 19.60500 2.9028 2.3178 -0.9604 0.19
O -0.75700 17.62000 19.70900 -4.1235 5.0237 0.2371 -0.09
H -2.94800 17.28200 20.45700 -0.9757 0.1347 0.0666 0.10
H -3.75300 18.90300 20.14400 1.2956 -1.2431 0.1593 0.15
H -0.54100 19.97900 19.49600 0.0782 0.8808 -0.3254 0.08
H -2.02300 20.63400 20.08000 -0.2124 -0.7922 -0.1105 0.14
C -3.20300 16.16900 24.59200 0.3209 0.2948 2.1057 -0.05
C -2.98400 16.77500 23.22900 5.2080 1.0124 4.1758 -0.61
C -1.47100 16.80400 22.83700 0.2638 0.5612 0.3565 -0.02
O -3.49700 15.93900 22.42800 -2.7860 -5.3108 -6.7376 -0.01
H -2.54800 15.27400 24.83500 -0.7577 0.9406 -0.8209 0.09
H -4.27400 15.87900 24.75000 0.8376 0.3101 -0.1078 0.09
H -2.91400 16.92300 25.32200 -0.2254 -0.0124 0.5786 0.07
H -3.44000 17.70800 23.04300 -0.1981 1.8688 0.7013 0.12
H -0.78100 16.90900 23.69100 -0.3564 0.3688 -0.2553 0.08
H -1.38500 17.63200 22.13600 0.6331 0.0457 0.1846 0.04
H -1.09200 15.91100 22.29000 -0.9227 0.2782 0.4263 0.08
H -4.40500 16.14200 22.39400 -1.9701 -0.3987 -0.4190 0.09
C 3.81700 14.70100 19.08600 1.5348 -0.2814 -0.8706 -0.03
C 4.90300 14.06600 19.97600 -3.7955 -6.0668 -7.5516 -0.69
C 6.12800 13.80700 19.12400 0.5418 -0.8884 -2.1215 -0.05
O 5.29300 14.75000 20.91000 3.5322 6.9545 8.5713 0.03
H 2.98000 15.08100 19.59300 -1.3133 -0.3077 0.9117 0.02
H 3.57200 13.87900 18.39600 -0.3519 0.8114 -0.2752 0.10
H 4.22100 15.62100 18.62700 0.0923 -0.7044 -0.4889 0.07
H 4.42000 13.13900 20.35500 0.3584 -0.2478 -0.4546 0.14
H 7.01600 13.59400 19.78600 -0.8842 0.1371 -0.8896 0.09
H 6.26900 14.76100 18.52900 0.3675 -0.9499 0.6636 0.08
H 5.97400 12.98100 18.32400 0.3496 1.2093 1.4101 0.10
H 4.78400 14.59700 21.69400 -0.3592 -0.0028 1.0015 0.07
C 2.05600 16.19800 21.88300 -0.0963 0.9853 1.1010 -0.01
C 2.14800 17.68100 21.43200 -1.3383 -1.0813 9.0396 -0.62
C 3.28900 18.37700 22.08100 0.9276 0.5128 -0.0033 -0.02
O 2.21700 17.76800 20.19800 0.4733 -0.0362 -9.8862 -0.04
H 2.85000 15.49500 21.55400 -0.6935 0.7491 -0.3083 0.07
H 1.03100 15.85400 21.62600 0.8896 -0.2659 0.3808 0.08
H 2.22000 16.28000 22.96500 -0.6005 -0.4281 -0.0609 0.07
H 1.19000 18.18600 21.73800 0.3803 -0.3142 0.6974 0.15
H 4.22500 17.82200 22.02800 0.0082 -0.3795 0.1506 0.09
H 3.03800 18.61900 23.08200 0.0198 -0.0095 1.1930 0.08
H 3.51600 19.32400 21.61800 -0.1645 0.5343 -0.4431 0.07
H 1.72600 16.99500 19.89100 -0.1974 0.1457 -1.3785 0.10
C 1.09900 14.26000 24.21600 -0.1102 -2.1696 -1.2974 -0.04
C 1.07500 13.08100 25.17800 3.8271 8.6894 4.8265 -0.67
C 0.29100 13.33100 26.46100 -0.7741 0.3191 0.6750 -0.04
O 0.80300 11.96300 24.75000 -0.4980 -9.2419 -3.9730 0.06
H 1.18800 15.18100 24.64100 0.4556 2.4745 1.9416 0.04
H 0.13900 14.31700 23.76200 -1.0251 -0.0761 -1.0308 0.07
H 1.88900 14.21700 23.45400 -0.5232 -0.5894 0.2413 0.05
H 2.12000 13.04300 25.50100 0.4398 -0.0960 0.3713 0.13
H 0.84500 14.04200 27.10800 -1.0059 0.3113 -0.4568 0.08
H 0.28800 12.40800 27.08000 -0.1105 0.2957 -0.6052 0.08
H -0.79900 13.56200 26.17600 1.4477 0.1653 0.8216 0.10
H -0.03800 11.94600 24.37100 -2.2467 -0.3198 -1.2238 0.09
C 0.86100 22.21900 18.14700 -1.0406 -0.5085 1.6480 -0.03
C 1.66600 20.94600 18.61400 6.1279 6.6069 -8.6010 -0.61
C 3.09800 21.32100 19.18900 -0.7614 2.1340 0.0045 -0.02
O 1.16600 20.16000 19.39000 -5.6608 -7.0640 8.4641 -0.02
H 1.17200 22.57500 17.19000 0.6818 0.0339 -0.5946 0.06
H 0.86500 23.07800 18.82900 0.2578 -0.1879 0.1745 0.07
H -0.21400 21.99100 18.00200 0.4188 -0.2676 0.1366 0.07
H 1.70900 20.39600 17.64700 1.1086 0.5920 -0.3177 0.13
H 3.84800 20.58900 19.29000 0.4113 -1.8561 -0.5192 0.02
H 2.93800 21.55900 20.28300 -0.0486 0.5929 -1.1343 0.09
H 3.64400 22.10900 18.61800 -0.7022 -0.0467 0.6295 0.08
H 1.72200 19.35400 19.52100 -0.6837 0.0784 -0.0632 0.11
C 0.78300 15.55700 17.79200 0.0956 -2.3315 -1.2608 -0.12
O 0.39500 15.44300 19.13200 0.4050 2.1233 0.9934 -0.21
H 1.35400 14.61600 17.58200 -0.3585 0.7580 0.0217 0.09
H 1.40700 16.37300 17.43200 -0.0613 0.5188 0.7195 0.07
H -0.13400 15.47800 17.21900 -0.0670 0.2814 -0.6476 0.08
H -0.17600 16.22300 19.39100 0.2133 -0.4787 -0.4027 0.03
C 4.93400 15.08700 24.49900 0.0083 2.1307 1.5383 -0.18
O 4.46400 14.00500 23.74500 0.2084 -0.7237 0.4326 -0.12
H 4.13600 15.77800 24.86300 -0.2601 -0.7570 -0.2708 0.07
H 5.49100 15.79800 23.86200 0.2992 -0.8105 0.0862 0.08
H 5.49500 14.90700 25.47200 -0.2443 -0.4790 -1.4818 0.10
H 4.38200 13.19900 24.29200 -0.0192 0.7588 -0.4569 0.11
```
Forces are in eV/Å.

Its LUMO energy is 0.31 eV. The calculation puts the HOMO-LUMO gap at 9.002 eV. The calculated total energy is -1878.6857 a.u. The energy above the lowest of the compared OMol25 structures with the same formula, charge and spin is 727.6 kJ/mol.



Record 2
Molecular formula: C28H18Br2F6N6O5RuS2Te
Method: DFT, ωB97M-V/def2-TZVPD

```
69
Properties=species:S:1:pos:R:3:forces:R:3:lowdin_spin:R:1
Ru -0.23324 0.25025 0.38741 -1.4635 1.4180 -0.7021 0.41
C -2.15894 2.46235 -1.89969 0.0219 -0.1391 0.0874 0.00
C -0.73934 2.93075 -1.85969 0.2173 -0.6926 0.6245 0.01
C -0.28694 3.99535 -2.64529 0.8399 0.4993 -0.1329 0.00
C 1.04266 4.36145 -2.62189 -0.6676 -0.2316 -0.0461 0.00
C 1.95026 3.63035 -1.83049 0.0859 -0.1635 0.2256 0.00
C 3.33896 3.85605 -1.74339 0.4562 0.0710 0.0421 0.00
Br 4.13126 5.28075 -2.72739 0.0119 0.0151 -0.0217 0.00
C 4.15916 3.06895 -0.96529 -0.2798 0.4224 -0.3881 0.00
C 3.60876 2.02715 -0.23809 -0.5041 -0.4590 0.2333 0.00
Br 4.70296 0.90205 0.81651 0.1585 0.0538 -0.0098 0.00
C 2.23916 1.72685 -0.25299 0.3717 -0.3720 0.4290 0.00
O 1.75416 0.73395 0.40731 0.4173 0.2951 -0.2090 0.00
C 1.41036 2.56985 -1.05939 0.1229 0.2996 -0.2252 0.00
N 0.09886 2.26995 -1.07059 -0.6261 -0.2161 -0.1113 0.06
H -2.85064 3.29265 -1.77619 -0.1161 0.1367 -0.0108 0.00
H -2.32554 1.71915 -1.11419 -0.0889 0.0697 -0.1720 0.00
H -2.35784 1.99035 -2.86789 -0.0411 -0.0031 0.1416 0.00
H -0.98864 4.52695 -3.26969 -0.0793 0.0547 -0.0663 0.00
H 1.39946 5.18615 -3.22149 0.0087 0.0289 -0.0275 0.00
H 5.22426 3.24645 -0.92609 -0.0015 0.0549 -0.0166 0.00
C -1.90964 4.14865 2.50641 0.1043 -0.3001 0.7239 0.00
C -1.81494 3.80875 3.86051 -0.1642 0.4958 -0.8503 0.00
C -1.21504 2.62615 4.20301 0.4550 -0.9329 -0.2850 0.00
C -0.72464 1.76335 3.20161 -1.0874 2.1070 -0.7698 0.00
N -0.83434 2.10905 1.88931 0.4702 -1.4352 0.8620 -0.01
C -1.40094 3.25935 1.57631 -0.1879 0.4095 -0.1955 0.00
C -0.11744 0.49745 3.48881 1.0121 -2.1066 0.3348 0.00
C 0.21626 0.07045 4.79141 -0.4269 0.8440 -0.8232 0.00
C 0.79216 -1.15735 4.98821 0.3371 -0.8752 -0.6107 0.00
C 1.04096 -1.97255 3.87871 -0.1908 0.6176 0.7378 0.00
C 0.70406 -1.49585 2.62681 0.3804 -0.6383 0.0848 0.01
N 0.14996 -0.31265 2.43181 -0.4277 0.4099 -0.1302 -0.01
H -2.36844 5.07155 2.19031 -0.0293 0.0611 -0.0678 0.00
H -2.21104 4.46425 4.62211 -0.0104 0.0478 0.0543 0.00
H -1.13244 2.34355 5.23981 -0.0323 -0.0239 0.0794 0.00
H -1.45054 3.49725 0.52491 -0.0076 -0.0706 -0.0981 0.00
H 0.02906 0.72115 5.63141 -0.0146 0.0161 0.0276 0.00
H 1.05586 -1.48835 5.98281 -0.0193 -0.0002 0.0519 0.00
H 1.47956 -2.95055 3.98401 0.0448 -0.1025 -0.0143 0.00
H 0.89046 -2.08375 1.73361 -0.0795 0.1197 0.0579 0.00
F -3.50864 -3.74905 1.91361 -0.1843 -0.3443 0.3602 0.02
C -2.55244 -2.81405 1.85801 -0.4783 1.0092 -1.6262 0.10
F -2.72564 -1.97795 2.89331 -0.0242 0.1007 0.8868 0.02
F -1.37774 -3.45525 2.06401 0.5154 -0.2624 0.1958 0.01
S -2.66564 -1.77585 -0.03319 1.6225 -1.8963 3.6895 0.09
O -2.19134 -0.46975 0.54901 0.0504 1.7242 0.4197 0.03
O -4.09774 -1.86045 -0.07919 -1.2824 0.2830 -0.2562 0.02
N -2.37954 -1.30275 -1.87449 -0.5034 1.0464 -1.5826 0.10
S -2.74484 -2.67655 -2.55049 0.7452 -0.4693 -1.6966 0.01
O -2.14814 -3.77725 -1.85159 0.0214 -0.8839 -0.2345 0.01
O -4.09624 -2.77605 -2.96979 -0.7559 0.0637 -0.1582 0.00
C -1.81634 -2.63625 -4.20789 0.1793 0.0131 0.0000 0.00
F -2.40484 -3.46305 -5.06889 -0.2382 -0.1754 -0.0243 0.00
F -1.81494 -1.41265 -4.75949 -0.2805 0.0134 -0.1064 0.00
F -0.53334 -3.02125 -4.11669 -0.0808 -0.2702 0.0340 0.01
Te -0.49184 -0.67805 -2.11699 1.1796 0.8812 1.0311 0.10
N 3.31106 -5.81565 -3.89159 -0.0363 0.0347 0.0034 0.00
C 2.82706 -5.11205 -3.12149 0.5114 -0.6849 -0.7713 0.00
C 2.26556 -4.26055 -2.15019 -0.7410 0.9279 1.2070 0.00
C 2.97486 -3.14525 -1.67739 -0.1924 -0.3758 -0.3847 0.00
C 2.37676 -2.34725 -0.72609 -0.1868 0.0478 0.2303 0.00
N 1.16536 -2.58785 -0.22099 0.5858 -0.9228 0.2412 0.01
C 0.51716 -3.67735 -0.63149 0.0219 0.1790 0.2615 0.00
C 1.00526 -4.52975 -1.60239 0.5471 0.0463 -0.3933 0.00
H 3.95616 -2.91595 -2.06379 0.0658 0.0253 -0.0068 0.00
H 2.87176 -1.46935 -0.33039 0.0882 0.1068 -0.0598 0.00
H -0.43954 -3.87045 -0.16769 -0.0723 0.0642 -0.0661 0.00
H 0.41966 -5.37025 -1.93909 -0.0476 -0.0668 -0.0072 0.00
```
Forces are in eV/Å.

Its LUMO energy (spin up / spin down) is 1.13 / 0.91 eV. As for the charge: -1. The calculation puts the HOMO-LUMO gap (spin up / spin down) at 5.197 / 4.159 eV. The calculated total energy is -8689.0305 a.u. As for the spin multiplicity: 2.



Q: Among the records above, which one has the lowest calculated total energy?
A: C28H18Br2F6N6O5RuS2Te